Entry 1:
118
Properties=species:S:1:pos:R:3:lowdin_charge:R:1 method="wB97M-V/def2-TZVPD" lumo_energy_ev="-7.9217 / -7.9196" charge=+2 spin_multiplicity=1
V 12.373 9.915 15.139 0.889
C 7.989 13.328 20.756 -0.047
O 9.173 13.152 19.982 -0.119
C 10.291 13.934 20.180 -0.190
C 10.486 14.933 21.142 -0.004
C 11.678 15.655 21.106 -0.069
C 12.666 15.410 20.125 -0.070
C 12.396 14.494 19.097 -0.030
C 11.310 13.598 19.224 -0.148
N 11.074 12.419 18.500 0.176
C 11.849 11.757 17.573 -0.293
N 13.194 11.748 17.808 0.175
C 14.102 10.738 17.443 -0.175
C 13.787 9.695 16.582 -0.182
C 14.545 8.542 16.608 -0.110
C 15.740 8.485 17.306 -0.044
C 16.193 9.576 18.047 0.021
C 15.318 10.655 18.176 -0.187
O 15.469 11.646 19.120 -0.096
C 16.514 11.572 20.131 -0.014
N 11.322 11.138 16.527 0.026
C 10.036 11.467 16.069 -0.252
C 9.038 10.479 15.987 -0.022
C 7.798 10.718 15.391 -0.069
C 7.508 11.983 14.906 -0.056
C 8.417 13.019 15.058 0.010
C 9.704 12.776 15.586 -0.249
O 10.638 13.754 15.705 -0.141
C 10.338 15.181 15.588 -0.012
H 7.236 12.621 20.392 0.100
H 7.573 14.330 20.615 0.102
H 8.148 13.149 21.817 0.097
H 9.722 15.148 21.897 0.124
H 11.834 16.447 21.851 0.118
H 13.634 15.921 20.163 0.113
H 13.093 14.381 18.267 0.113
H 10.100 12.123 18.574 0.156
H 13.482 12.243 18.653 0.140
H 14.205 7.648 16.100 0.113
H 16.368 7.589 17.263 0.105
H 17.174 9.566 18.542 0.129
H 16.862 10.553 20.334 0.089
H 16.069 11.964 21.034 0.095
H 17.375 12.179 19.814 0.109
H 9.299 9.486 16.338 0.098
H 7.061 9.911 15.324 0.117
H 6.538 12.191 14.445 0.124
H 8.164 14.040 14.737 0.125
H 11.284 15.658 15.851 0.096
H 9.551 15.484 16.278 0.101
H 10.097 15.437 14.556 0.096
C 10.913 7.539 21.057 -0.044
C 11.687 8.601 20.612 -0.067
C 11.913 8.835 19.265 -0.001
C 11.288 8.001 18.302 -0.216
C 10.478 6.923 18.767 -0.007
C 10.321 6.680 20.119 -0.049
N 11.482 8.163 16.908 0.074
N 11.090 7.131 16.242 0.090
C 11.026 7.290 14.866 -0.240
C 10.559 6.225 14.061 0.019
C 10.274 6.423 12.711 -0.018
C 10.561 7.651 12.082 -0.040
C 11.066 8.698 12.844 -0.090
C 11.372 8.548 14.244 -0.182
H 10.749 7.419 22.123 0.118
H 12.187 9.250 21.336 0.118
H 12.582 9.647 18.993 0.092
H 10.047 6.241 18.023 0.114
H 9.765 5.807 20.489 0.125
H 10.352 5.260 14.529 0.131
H 9.810 5.631 12.120 0.128
H 10.376 7.812 11.007 0.132
H 11.206 9.683 12.393 0.075
C 15.779 10.941 7.933 -0.042
C 15.389 10.380 9.318 -0.485
C 14.841 11.606 10.077 -0.043
C 14.193 9.423 9.072 -0.041
C 16.588 9.669 10.076 -0.397
O 17.152 8.705 9.139 -0.017
C 17.685 10.617 10.532 -0.112
C 19.122 10.123 10.890 -0.103
C 19.300 9.428 12.230 -0.227
C 19.677 8.077 12.296 -0.033
C 19.702 7.417 13.513 -0.094
C 19.323 8.090 14.678 -0.660
Cl 19.240 7.254 16.202 0.666
C 18.994 9.443 14.624 -0.112
C 19.039 10.113 13.413 -0.057
C 16.094 8.692 11.190 -0.026
N 15.423 9.219 12.384 -0.007
C 14.281 8.854 12.970 -0.080
N 14.010 9.700 13.950 -0.098
C 15.042 10.610 13.934 -0.185
N 15.971 10.374 13.033 0.199
H 14.914 11.436 7.514 0.086
H 16.105 10.190 7.223 0.088
H 16.544 11.717 7.970 0.086
H 13.975 11.968 9.546 0.084
H 15.545 12.431 10.165 0.091
H 14.527 11.348 11.090 0.058
H 13.436 9.997 8.532 0.091
H 13.717 9.092 9.994 0.059
H 14.477 8.539 8.509 0.095
H 17.782 9.144 8.536 0.118
H 17.317 11.131 11.416 0.088
H 17.741 11.375 9.755 0.115
H 19.707 11.030 10.946 0.119
H 19.577 9.459 10.156 0.112
H 19.958 7.525 11.411 0.120
H 20.017 6.372 13.574 0.115
H 18.689 9.927 15.540 0.094
H 18.822 11.170 13.377 0.117
H 16.954 8.128 11.536 0.130
H 15.442 7.966 10.697 0.131
H 13.712 7.938 12.726 0.169
H 15.061 11.467 14.622 0.138
Cl 12.142 11.958 13.627 0.216

***

Entry 2:
118
Properties=species:S:1:pos:R:3:lowdin_charge:R:1 method="wB97M-V/def2-TZVPD" lumo_energy_ev=2.2961 charge=-1 spin_multiplicity=1
Mg 9.338 14.249 13.760 0.585
O 5.558 15.215 12.119 -0.312
Cl 6.782 15.150 11.413 0.694
O 6.910 13.879 10.725 -0.368
O 7.894 15.200 12.433 -0.415
O 6.961 16.225 10.504 -0.305
N 11.740 12.339 15.179 0.005
C 10.914 12.967 14.671 -0.294
O 8.961 17.711 14.214 0.039
C 9.876 16.895 14.095 -0.630
O 9.921 15.764 14.741 -0.162
C 11.037 17.035 13.116 -0.158
C 12.217 16.147 13.438 -0.279
Ge 13.288 16.548 14.998 1.032
C 14.203 18.227 14.697 -0.254
C 15.558 18.347 14.413 -0.107
C 16.117 19.532 13.996 -0.096
C 15.327 20.683 13.951 -0.096
C 13.983 20.606 14.287 -0.090
C 13.434 19.385 14.628 -0.126
C 14.582 15.068 15.240 -0.249
C 14.722 14.023 14.311 -0.091
C 15.612 12.970 14.576 -0.092
C 16.395 12.936 15.700 -0.103
C 16.212 13.932 16.645 -0.105
C 15.340 14.970 16.416 -0.122
C 12.315 16.612 16.679 -0.259
C 12.037 17.816 17.321 -0.091
C 11.328 17.828 18.529 -0.084
C 10.953 16.633 19.149 -0.100
C 11.278 15.442 18.541 -0.093
C 11.977 15.435 17.336 -0.101
H 11.387 18.079 13.057 0.108
H 10.631 16.784 12.142 0.099
H 12.927 16.209 12.644 0.022
H 11.969 15.088 13.456 0.030
H 16.200 17.495 14.486 0.091
H 17.153 19.598 13.755 0.089
H 15.747 21.652 13.684 0.098
H 13.445 21.524 14.264 0.092
H 12.362 19.385 14.865 0.104
H 14.075 13.940 13.445 0.067
H 15.673 12.150 13.878 0.089
H 17.008 12.092 15.913 0.091
H 16.778 13.880 17.592 0.106
H 15.214 15.778 17.171 0.115
H 12.337 18.764 16.862 0.081
H 11.074 18.770 18.988 0.090
H 10.377 16.644 20.064 0.095
H 10.977 14.526 18.979 0.093
H 12.282 14.503 16.891 0.084
N 10.907 14.325 11.223 0.247
C 11.704 14.586 10.408 -0.208
N 12.672 14.960 9.531 -0.088
C 12.205 15.557 8.310 -0.169
C 12.107 17.073 8.448 -0.184
C 13.410 17.658 8.907 -0.212
C 13.814 17.030 10.217 -0.181
C 13.871 15.513 10.120 -0.156
H 11.270 15.059 7.997 0.140
H 12.933 15.375 7.516 0.121
H 11.283 17.263 9.143 0.123
H 11.776 17.454 7.466 0.118
H 13.352 18.744 8.993 0.111
H 14.235 17.508 8.166 0.125
H 13.099 17.338 10.979 0.099
H 14.764 17.437 10.561 0.119
H 14.053 15.095 11.103 0.106
H 14.707 15.233 9.490 0.124
C 13.970 11.728 9.848 -0.108
C 13.913 12.024 11.210 -0.099
C 12.738 11.773 11.921 -0.107
C 11.632 11.178 11.296 -0.375
C 11.703 10.874 9.928 -0.074
C 12.858 11.193 9.215 -0.098
P 10.094 11.093 12.284 1.104
C 8.923 10.325 11.115 -0.378
C 8.041 11.186 10.449 -0.106
C 7.161 10.699 9.507 -0.078
C 7.061 9.332 9.294 -0.097
C 7.877 8.452 9.989 -0.093
C 8.774 8.961 10.902 -0.096
C 10.467 9.717 13.451 -0.354
C 9.849 9.724 14.717 -0.092
C 10.080 8.721 15.650 -0.087
C 11.004 7.745 15.356 -0.098
C 11.665 7.747 14.122 -0.091
C 11.406 8.719 13.187 -0.106
H 14.919 11.941 9.328 0.105
H 14.790 12.442 11.686 0.083
H 12.671 12.030 12.977 0.062
H 10.868 10.376 9.461 0.095
H 12.901 10.916 8.170 0.094
H 8.069 12.267 10.631 0.070
H 6.402 11.359 9.069 0.113
H 6.319 8.977 8.624 0.085
H 7.776 7.402 9.798 0.093
H 9.376 8.268 11.489 0.098
H 9.128 10.541 14.929 0.082
H 9.551 8.735 16.598 0.102
H 11.166 6.923 16.025 0.090
H 12.418 6.983 13.952 0.098
H 11.932 8.761 12.235 0.107
C 7.604 15.202 16.796 -0.035
C 8.531 14.034 16.536 -0.256
O 8.227 13.454 15.271 -0.271
C 7.262 12.429 15.339 -0.248
C 6.741 12.197 13.934 -0.043
H 7.839 15.645 17.760 0.075
H 6.531 14.912 16.770 0.085
H 7.793 15.933 16.025 0.066
H 8.444 13.246 17.283 0.126
H 9.570 14.329 16.530 0.076
H 6.433 12.733 16.014 0.134
H 7.672 11.551 15.740 0.083
H 6.171 13.041 13.519 0.076
H 6.131 11.297 13.867 0.085
H 7.582 11.972 13.223 0.050

***

Entry 3:
114
Properties=species:S:1:pos:R:3:lowdin_spin:R:1 method="wB97M-V/def2-TZVPD" lumo_energy_ev="3.9459 / 3.9451" charge=-2 spin_multiplicity=6
Mn 0.608 0.798 -1.563 4.115
C -1.527 0.593 5.938 0.000
C -0.292 -0.266 5.623 0.000
C -0.596 -1.744 6.017 0.000
C 0.875 0.224 6.529 0.000
C 0.124 -0.227 4.149 0.002
C -0.542 0.489 3.168 0.001
C -0.132 0.498 1.847 0.003
Se -1.197 1.566 0.656 0.024
C -2.297 0.093 0.130 0.003
C -3.502 -0.062 0.800 0.001
C -4.388 -1.068 0.413 0.002
C -4.039 -1.928 -0.633 0.000
C -2.840 -1.827 -1.305 0.000
C -1.954 -0.769 -0.940 0.004
O -0.863 -0.598 -1.594 0.017
C -2.462 -2.793 -2.452 0.000
C -2.267 -2.018 -3.801 0.000
C -3.549 -3.877 -2.675 0.000
C -1.136 -3.541 -2.180 0.000
C -5.708 -1.317 1.151 0.000
C -5.991 -0.251 2.252 0.000
C -6.892 -1.289 0.138 0.000
C -5.636 -2.724 1.809 0.000
C 0.979 -0.266 1.422 0.003
O 1.353 -0.258 0.168 0.034
C 1.709 -1.012 2.456 0.002
C 1.268 -0.935 3.751 0.000
C 2.928 -1.898 2.225 0.000
C 3.508 -1.936 0.819 0.000
C 4.095 -1.395 3.132 0.000
C 2.650 -3.383 2.620 0.000
H -1.781 0.531 7.005 0.000
H -2.411 0.283 5.391 0.000
H -1.387 1.659 5.743 0.000
H -0.982 -1.768 7.047 0.000
H 0.282 -2.365 6.013 0.000
H -1.329 -2.230 5.377 0.000
H 0.563 0.263 7.579 0.000
H 1.217 1.219 6.237 0.000
H 1.765 -0.399 6.462 0.000
H -1.419 1.097 3.418 0.001
H -3.684 0.582 1.659 0.001
H -4.763 -2.694 -0.921 0.000
H -3.168 -1.512 -4.120 0.000
H -1.998 -2.711 -4.614 0.000
H -1.491 -1.265 -3.670 0.000
H -4.495 -3.431 -2.964 0.000
H -3.705 -4.496 -1.785 0.000
H -3.274 -4.560 -3.484 0.000
H -0.275 -2.847 -2.154 0.000
H -0.958 -4.234 -2.975 0.000
H -1.161 -4.102 -1.241 0.000
H -6.072 0.749 1.847 0.000
H -5.214 -0.264 3.013 0.000
H -6.931 -0.471 2.773 0.000
H -6.890 -0.351 -0.408 0.000
H -7.840 -1.360 0.688 0.000
H -6.848 -2.092 -0.597 0.000
H -4.716 -2.830 2.395 0.000
H -5.644 -3.532 1.087 0.000
H -6.481 -2.909 2.483 0.000
H 1.832 -1.461 4.520 0.000
H 3.799 -0.955 0.465 0.000
H 2.789 -2.327 0.107 0.000
H 4.394 -2.564 0.816 0.000
H 4.226 -0.311 2.976 0.000
H 5.031 -1.885 2.843 0.000
H 3.944 -1.553 4.215 0.000
H 1.797 -3.782 2.086 0.000
H 2.434 -3.483 3.681 0.000
H 3.521 -4.028 2.422 0.000
C -2.259 3.458 -3.695 0.033
C -1.663 3.529 -4.934 0.013
C -0.524 2.779 -5.198 0.027
C 0.056 2.005 -4.174 -0.006
C -0.521 1.991 -2.893 -0.206
C -1.689 2.684 -2.684 -0.025
C 1.247 1.150 -4.420 0.164
C 1.800 1.031 -5.694 0.030
C 2.937 0.289 -5.886 0.202
C 3.520 -0.409 -4.808 0.016
C 4.717 -1.160 -4.947 0.073
C 5.202 -1.902 -3.886 0.050
C 4.552 -1.834 -2.668 0.058
C 3.404 -1.056 -2.450 0.062
C 2.858 -0.296 -3.515 0.025
N 1.730 0.479 -3.350 0.207
H -3.171 4.030 -3.483 0.002
H -2.073 4.176 -5.715 -0.001
H -0.080 2.852 -6.179 0.000
H -2.184 2.655 -1.702 -0.005
H 1.397 1.583 -6.541 -0.004
H 3.386 0.223 -6.857 0.015
H 5.267 -1.163 -5.882 0.002
H 6.118 -2.486 -3.994 0.002
H 4.927 -2.429 -1.823 0.003
H 2.982 -1.027 -1.431 0.002
O 4.733 3.302 2.201 0.001
S 3.454 3.895 1.856 0.001
O 2.838 4.647 2.942 0.001
N 2.441 2.830 1.134 0.006
C 2.204 3.181 -0.137 0.006
O 1.507 2.586 -1.007 0.032
C 2.862 4.442 -0.539 0.001
C 2.720 5.096 -1.758 0.000
C 3.387 6.283 -1.921 0.000
C 4.172 6.853 -0.904 0.000
C 4.275 6.239 0.342 0.000
C 3.613 5.033 0.486 0.000
H 2.094 4.673 -2.553 0.000
H 3.308 6.807 -2.860 0.000
H 4.667 7.802 -1.121 0.000
H 4.824 6.686 1.162 0.000

***

Entry 4:
118
Properties=species:S:1:pos:R:3:lowdin_charge:R:1 method="wB97M-V/def2-TZVPD" lumo_energy_ev=3.5117 charge=-2 spin_multiplicity=1
Cs -0.190 0.265 0.118 1.214
O -2.066 1.708 -0.167 -0.578
C -2.566 2.354 0.807 -0.449
C -2.615 3.784 0.782 -0.032
C -3.230 4.532 1.754 -0.130
C -3.835 3.909 2.849 -0.143
C -3.755 2.534 2.947 -0.073
C -3.116 1.741 1.988 -0.092
C -2.993 0.306 2.211 -0.304
N -2.650 -0.635 1.348 -0.060
C -2.634 -1.816 2.044 -0.210
C -2.990 -1.609 3.337 -0.126
N -3.221 -0.259 3.434 0.095
H -2.164 4.256 -0.085 0.100
H -3.258 5.614 1.671 0.088
H -4.355 4.486 3.603 0.079
H -4.231 2.059 3.800 0.095
H -2.346 -2.742 1.576 0.091
H -3.087 -2.273 4.178 0.108
H -3.383 0.242 4.287 0.133
C 7.027 4.387 0.273 -0.135
C 6.391 3.794 1.355 -0.113
C 5.295 2.961 1.159 -0.090
C 4.805 2.697 -0.121 -0.334
C 5.456 3.314 -1.193 -0.140
C 6.553 4.144 -1.010 -0.122
P 3.376 1.494 -0.667 1.031
C 2.749 1.312 1.047 -0.472
C 1.904 2.304 1.540 -0.197
C 1.486 2.284 2.861 -0.094
C 1.937 1.287 3.714 -0.138
C 2.773 0.292 3.230 -0.130
C 3.169 0.298 1.900 -0.111
C 4.569 0.097 -0.841 -0.296
C 5.909 -0.145 -0.708 -0.072
C 6.381 -1.446 -1.017 -0.104
C 5.554 -2.455 -1.449 -0.055
C 4.161 -2.229 -1.589 -0.182
C 3.167 -3.136 -2.021 -0.061
C 1.858 -2.721 -2.070 -0.095
C 1.453 -1.418 -1.685 -0.275
C 2.373 -0.476 -1.268 -0.276
C 3.705 -0.942 -1.254 -0.259
H 7.890 5.025 0.429 0.083
H 6.756 3.978 2.360 0.089
H 4.821 2.501 2.019 0.095
H 5.083 3.119 -2.196 0.087
H 7.040 4.609 -1.862 0.086
H 1.605 3.112 0.879 0.104
H 0.829 3.061 3.236 0.104
H 1.630 1.281 4.751 0.068
H 3.120 -0.494 3.889 0.103
H 3.813 -0.488 1.526 0.113
H 6.607 0.618 -0.380 0.096
H 7.441 -1.651 -0.903 0.086
H 5.963 -3.434 -1.680 0.096
H 3.439 -4.146 -2.315 0.094
H 1.103 -3.417 -2.427 0.091
H 0.386 -1.188 -1.740 -0.046
C -3.617 -2.700 -1.041 -0.317
As -2.869 -0.910 -1.460 1.090
C -4.555 0.030 -1.134 -0.301
C -3.141 -1.291 -3.423 -0.367
C -2.877 -0.226 -4.504 -0.671
C -3.827 0.956 -4.290 -0.083
C -1.420 0.249 -4.493 -0.350
As -0.823 1.383 -2.973 1.115
C -1.290 3.160 -3.712 -0.312
C 1.022 1.476 -3.653 -0.322
C -3.154 -0.918 -5.855 -0.391
As -3.358 -0.031 -7.616 1.105
C -2.345 1.659 -7.544 -0.365
C -5.141 0.785 -7.371 -0.363
H -4.448 -2.954 -1.704 0.013
H -3.976 -2.705 -0.014 -0.003
H -2.842 -3.462 -1.141 0.019
H -5.322 -0.260 -1.855 0.020
H -4.396 1.107 -1.169 0.012
H -4.888 -0.223 -0.128 0.020
H -4.174 -1.642 -3.541 0.060
H -2.493 -2.155 -3.620 0.073
H -3.667 1.373 -3.295 0.051
H -4.869 0.633 -4.367 0.086
H -3.649 1.743 -5.024 0.049
H -1.202 0.780 -5.425 0.044
H -0.760 -0.625 -4.455 0.079
H -1.122 3.211 -4.790 0.010
H -0.640 3.885 -3.220 0.018
H -2.323 3.427 -3.488 0.008
H 1.058 1.834 -4.686 0.020
H 1.485 0.494 -3.588 0.005
H 1.599 2.145 -3.013 -0.010
H -4.091 -1.484 -5.782 0.059
H -2.371 -1.665 -6.015 0.058
H -1.274 1.467 -7.594 0.011
H -2.560 2.245 -6.652 -0.004
H -2.627 2.241 -8.424 0.009
H -5.854 0.022 -7.057 0.012
H -5.483 1.196 -8.321 0.002
H -5.128 1.582 -6.628 0.004
S -0.765 -1.203 8.024 0.487
C -0.144 -1.724 6.564 -1.116
S -0.203 -0.774 5.121 0.941
C 0.439 -2.170 4.127 -1.116
N 0.698 -3.165 4.923 -0.025
N 0.402 -2.929 6.254 -0.157
C 0.674 -4.019 7.119 -0.194
C 1.006 -3.863 8.463 -0.054
C 1.303 -4.976 9.236 -0.101
C 1.281 -6.250 8.691 -0.121
C 0.963 -6.403 7.349 -0.101
C 0.666 -5.302 6.565 -0.020
S 0.683 -2.070 2.488 0.517
H 1.037 -2.880 8.899 0.051
H 1.565 -4.835 10.277 0.095
H 1.524 -7.113 9.299 0.089
H 0.950 -7.389 6.899 0.095
H 0.438 -5.410 5.515 0.103